{
  "formula": "C19H42P2PdSi",
  "method": "ωB97M-V/def2-TZVPD",
  "gap_ev": [3.7556, 4.5448],
  "spin_multiplicity": 3,
  "e_tot_ev": -50309.1976,
  "lumo_ev": [-0.278, -1.547],
  "max_force_ev_per_a": 4.43,
  "charge": 0,
  "homo_energy_ha": [-0.148, -0.224],
  "species": ["P", "P", "C", "C", "H", "H", "H", "H", "C", "H", "H", "H", "C", "H", "H", "H", "C", "H", "H", "H", "C", "H", "H", "H", "Pd", "C", "C", "C", "C", "C", "C", "C", "C", "C", "H", "H", "H", "H", "H", "H", "H", "H", "H", "H", "H", "H", "H", "H", "H", "C", "Si", "C", "C", "C", "H", "H", "H", "H", "H", "H", "H", "H", "H", "H", "H"],
  "coordinates": [[-1.266, 2.498, -1.211], [-2.177, -0.503, 0.351], [-2.940, 1.751, -1.319], [-3.299, 0.973, -0.044], [-3.019, 1.146, -2.235], [-3.631, 2.594, -1.489], [-3.259, 1.620, 0.843], [-4.329, 0.594, -0.178], [-3.437, -1.704, -0.384], [-3.332, -2.674, 0.113], [-3.318, -1.857, -1.468], [-4.445, -1.293, -0.201], [-2.163, -0.955, 2.083], [-3.193, -1.146, 2.371], [-1.863, 0.023, 2.638], [-1.562, -1.904, 2.102], [-1.363, 3.458, -2.797], [-0.518, 4.158, -2.815], [-2.300, 4.031, -2.815], [-1.312, 2.803, -3.675], [-1.484, 3.894, -0.079], [-2.105, 3.588, 0.773], [-1.994, 4.682, -0.653], [-0.492, 4.235, 0.241], [-0.113, -0.380, 2.836], [-0.966, -0.674, -2.205], [-1.039, 0.096, -3.291], [0.108, 0.091, -4.210], [1.407, 0.743, -3.577], [1.198, 1.957, -2.810], [0.552, 1.963, -1.533], [0.517, 0.646, -0.624], [0.223, -0.707, -1.246], [1.448, 0.820, 2.710], [-1.672, -1.499, -2.074], [-2.020, 0.404, -3.634], [-0.133, 0.541, -5.196], [0.339, -0.989, -4.377], [1.933, -0.049, -3.010], [2.070, 0.943, -4.429], [1.737, 2.865, -3.178], [0.974, 2.809, -0.945], [-0.171, 0.810, 0.235], [1.455, 0.628, -0.068], [1.160, -1.136, -1.657], [-0.037, -1.351, -0.386], [2.235, 0.164, 3.129], [1.143, 1.619, 3.413], [1.796, 1.250, 1.762], [3.177, -1.831, 4.414], [2.637, -2.496, 2.748], [3.624, -1.708, 1.365], [3.005, -4.328, 2.719], [0.817, -2.158, 2.474], [4.261, -1.650, 4.395], [2.961, -2.556, 5.211], [2.666, -0.898, 4.670], [4.682, -1.925, 1.572], [3.379, -2.148, 0.390], [3.479, -0.623, 1.311], [2.261, -4.944, 3.237], [3.118, -4.715, 1.700], [3.963, -4.489, 3.228], [0.472, -2.538, 1.495], [0.160, -2.569, 3.280]],
  "forces_ev_per_a": [[-0.7, 2.0, -3.9], [-1.4, -0.1, -2.0], [0.1, -0.9, 0.6], [-0.5, -0.2, 0.7], [0.2, 0.1, 0.6], [0.4, 0.0, 0.3], [-0.2, 0.1, -0.2], [0.3, 0.4, 0.4], [0.1, -0.1, 0.4], [-0.1, 0.1, -0.1], [-0.1, 0.1, 0.5], [0.3, -0.5, 0.0], [-1.8, -0.4, -0.3], [-0.2, -0.3, 0.6], [-0.1, -0.5, 0.2], [-0.6, 0.8, 0.3], [-0.3, 0.3, 0.3], [-0.2, -0.1, -0.1], [0.2, -0.1, -0.1], [0.0, 0.1, 0.3], [0.3, -0.2, 0.5], [0.4, 0.2, -0.1], [0.2, -0.3, 0.3], [-0.4, 0.1, 0.2], [-0.5, 1.5, -0.4], [0.8, -1.1, 1.0], [-1.0, -0.5, -0.1], [1.7, 0.8, -0.3], [0.4, -1.3, -1.8], [0.6, 1.0, -0.6], [-0.8, -1.1, 3.1], [1.6, 1.1, 0.3], [0.7, -0.9, -0.5], [1.3, 0.3, 0.9], [-0.5, 1.2, 0.6], [-0.1, -0.8, -0.8], [0.2, -0.1, 0.7], [0.0, 0.9, -0.3], [-0.3, 0.5, 0.0], [0.0, 0.1, 0.2], [-0.8, -0.7, 0.6], [-0.1, -0.5, 0.0], [0.2, 0.1, -0.6], [0.3, -0.4, -0.4], [-0.5, 0.1, 0.0], [0.3, 0.2, -0.5], [0.0, 1.1, -0.2], [0.6, 0.0, -0.2], [-0.2, -0.1, 0.2], [0.2, 0.0, 0.2], [-1.6, 0.3, -0.2], [0.4, 0.0, 0.0], [0.5, -0.4, 0.0], [0.4, -1.2, 0.1], [-0.1, 0.0, 0.2], [0.1, 0.1, -0.2], [0.1, -0.2, 0.0], [0.0, 0.2, -0.2], [0.0, 0.0, 0.1], [0.1, -0.2, 0.1], [0.0, 0.2, -0.1], [-0.1, 0.1, 0.1], [0.0, -0.1, 0.0], [0.1, -0.1, 0.2], [0.5, -0.5, -0.3]]
}

---

{
  "formula": "C19H43BF4NO13",
  "method": "ωB97M-V/def2-TZVPD",
  "gap_ev": 3.5904,
  "spin_multiplicity": 1,
  "e_tot_ev": -60056.3445,
  "lumo_ev": 1.268,
  "max_force_ev_per_a": 5.64,
  "charge": -1,
  "homo_energy_ha": -0.085,
  "species": ["N", "H", "H", "H", "H", "C", "C", "C", "O", "H", "H", "H", "H", "H", "H", "H", "B", "F", "F", "F", "F", "C", "C", "O", "C", "O", "O", "C", "H", "H", "H", "H", "H", "H", "H", "H", "C", "C", "O", "C", "O", "O", "C", "H", "H", "H", "H", "H", "H", "H", "H", "C", "C", "O", "C", "O", "O", "C", "H", "H", "H", "H", "H", "H", "H", "H", "C", "C", "O", "C", "O", "O", "C", "H", "H", "H", "H", "H", "H", "H", "H"],
  "coordinates": [[0.312, -1.697, -0.271], [0.601, -0.827, -0.697], [1.097, -2.320, -0.146], [-0.323, -2.129, -0.927], [-0.190, -1.533, 0.589], [4.881, -2.613, -2.281], [5.194, -3.556, -1.108], [6.548, -3.365, -0.618], [4.042, -3.629, -0.302], [5.196, -3.053, -3.227], [5.389, -1.661, -2.122], [3.816, -2.469, -2.463], [5.249, -4.530, -1.595], [6.823, -2.495, -0.022], [7.128, -3.294, -1.538], [6.797, -4.276, -0.075], [-0.152, -5.558, 2.442], [-0.860, -4.882, 1.457], [-1.006, -6.035, 3.473], [0.447, -6.682, 1.912], [0.873, -4.720, 2.937], [-4.996, -0.598, -5.679], [-4.290, -0.040, -4.472], [-3.221, -0.999, -4.043], [-3.371, -1.984, -3.192], [-2.505, -2.804, -3.081], [-4.636, -1.988, -2.696], [-4.911, -2.957, -1.744], [-4.245, -0.817, -6.439], [-5.722, 0.018, -6.208], [-5.474, -1.551, -5.451], [-4.977, 0.205, -3.662], [-3.711, 0.857, -4.691], [-4.034, -3.379, -1.254], [-5.484, -3.692, -2.309], [-5.572, -2.633, -0.940], [-3.293, -0.773, 5.487], [-2.660, 0.216, 4.630], [-3.459, 0.998, 3.866], [-3.582, 0.836, 2.558], [-2.953, 0.048, 1.848], [-4.509, 1.506, 2.040], [-4.297, 2.129, 0.781], [-3.883, -0.346, 6.298], [-2.422, -1.291, 5.887], [-3.800, -1.421, 4.773], [-1.936, -0.278, 3.982], [-2.078, 0.928, 5.216], [-3.460, 2.816, 0.904], [-5.142, 2.809, 0.675], [-4.171, 1.526, -0.119], [3.820, 0.498, 6.326], [3.008, 0.454, 5.134], [2.319, 1.629, 4.924], [1.786, 1.962, 3.753], [1.749, 1.200, 2.812], [1.500, 3.229, 3.868], [0.795, 3.825, 2.765], [4.482, 1.360, 6.239], [4.502, -0.346, 6.233], [3.385, 0.251, 7.294], [2.382, -0.433, 5.236], [3.700, 0.219, 4.326], [1.395, 3.979, 1.869], [0.404, 4.737, 3.216], [-0.025, 3.202, 2.408], [-0.439, 4.752, -4.458], [0.511, 3.639, -4.882], [1.730, 3.619, -4.114], [1.669, 2.841, -2.903], [0.806, 2.056, -2.562], [2.803, 2.922, -2.221], [3.758, 3.965, -2.474], [-1.468, 4.482, -4.696], [-0.272, 5.693, -4.982], [-0.343, 4.942, -3.389], [0.646, 4.036, -5.888], [0.166, 2.612, -4.764], [4.349, 4.136, -1.574], [3.345, 4.953, -2.680], [4.469, 3.568, -3.198]],
  "forces_ev_per_a": [[-0.5, 0.1, -0.5], [0.4, 0.4, 0.1], [1.0, -0.6, 0.4], [-0.4, -0.5, -0.3], [0.0, 0.0, 0.6], [0.2, 0.2, -0.6], [-5.3, -0.4, -0.7], [1.8, -0.1, 0.7], [1.5, 0.7, 0.3], [0.7, 0.1, -0.3], [-0.1, 0.4, -0.2], [-0.1, 0.1, 0.6], [0.3, -0.8, -0.4], [-0.5, 0.3, 0.2], [0.7, -0.2, 0.0], [0.5, 0.1, 0.2], [0.8, -0.7, 0.8], [-0.7, 0.7, -0.5], [-0.2, 0.7, 0.1], [0.3, -0.7, -0.7], [-0.5, 0.3, 0.3], [0.4, -0.8, -0.7], [0.6, -0.3, 0.6], [-0.5, 2.2, -1.1], [-1.1, -0.5, -1.1], [-0.2, 0.0, 1.2], [1.4, 1.5, 0.0], [-1.0, -1.9, 0.7], [0.1, -0.1, 0.0], [0.0, 0.4, 0.6], [-0.1, 0.1, 0.2], [0.2, -0.3, 0.1], [-0.1, -0.1, -0.1], [0.1, -0.1, -0.4], [0.2, -0.7, 0.5], [0.1, 0.7, -0.2], [-0.1, -0.8, 0.0], [3.8, 0.3, 0.3], [-3.0, 2.2, -1.7], [3.4, -4.5, -0.8], [0.5, 0.7, 1.4], [-3.4, 3.0, -0.4], [-0.1, 1.4, 0.0], [-0.3, -0.2, -0.2], [-0.4, -0.4, 0.3], [-0.5, -0.5, 0.7], [0.0, -0.2, -0.1], [0.1, 0.0, 0.2], [0.4, -0.3, -0.2], [-0.2, -0.4, -0.2], [0.0, -0.5, 0.5], [2.2, -0.4, 1.4], [-0.2, -2.6, -1.4], [-0.8, 1.5, 0.9], [2.0, -2.5, 0.1], [-0.8, 1.1, 0.0], [-1.0, 1.2, -1.1], [-0.5, -0.1, 0.1], [-0.1, 0.3, 0.9], [0.2, -0.2, -0.2], [-0.5, 1.0, 0.0], [-0.7, 0.2, -0.5], [-0.3, 0.3, -0.5], [0.5, 0.2, 0.4], [0.1, 0.1, -0.5], [-0.1, -0.2, 0.4], [-0.5, -0.1, 1.1], [-0.3, 0.5, 0.4], [-0.1, -0.6, 2.0], [0.0, -0.5, -1.6], [0.6, 1.6, -1.0], [-0.4, 0.9, 0.2], [0.8, -0.1, 0.3], [-0.1, -0.1, 0.2], [0.4, -0.1, 0.0], [-0.3, 0.0, 0.1], [1.3, -1.4, -0.4], [-0.7, 0.3, -0.6], [-0.3, -0.5, 0.3], [-0.3, -0.4, -0.6], [-0.2, 0.5, -0.4]]
}

---

{
  "formula": "C19H43CoO2P3S",
  "method": "ωB97M-V/def2-TZVPD",
  "gap_ev": [8.1880, 4.0518],
  "spin_multiplicity": 5,
  "e_tot_ev": -100796.0156,
  "lumo_ev": [-7.781, -11.912],
  "max_force_ev_per_a": 3.94,
  "charge": 3,
  "homo_energy_ha": [-0.587, -0.587],
  "species": ["Co", "P", "P", "P", "H", "C", "C", "H", "C", "C", "C", "C", "C", "C", "C", "C", "C", "H", "H", "H", "H", "H", "H", "H", "H", "H", "H", "H", "H", "H", "H", "H", "H", "H", "H", "H", "H", "H", "H", "H", "H", "H", "H", "H", "H", "H", "C", "C", "C", "C", "C", "C", "O", "H", "H", "H", "H", "H", "H", "C", "S", "C", "O", "H", "H", "H", "H", "H", "H"],
  "coordinates": [[0.881, 0.160, 0.784], [2.044, 0.871, 2.315], [-0.430, 1.642, 0.158], [2.013, -0.474, -0.836], [-1.439, -1.407, 1.022], [-0.387, -1.667, 0.832], [0.511, -1.618, 1.920], [0.110, -1.327, 2.902], [1.336, 1.103, 3.978], [2.717, 2.513, 1.875], [3.494, -0.168, 2.673], [-1.844, 0.844, -0.669], [-1.187, 2.827, 1.328], [0.313, 2.779, -1.076], [2.785, -2.114, -0.621], [3.422, 0.582, -1.329], [1.040, -0.707, -2.366], [-0.224, -2.312, -0.043], [1.418, -2.234, 1.965], [1.065, 0.131, 4.408], [0.430, 1.722, 3.941], [2.078, 1.587, 4.626], [1.910, 3.256, 1.824], [3.215, 2.470, 0.898], [3.439, 2.800, 2.649], [3.157, -1.139, 3.055], [4.098, 0.340, 3.433], [4.093, -0.333, 1.770], [-2.453, 1.607, -1.169], [-2.454, 0.325, 0.081], [-1.497, 0.119, -1.416], [-1.253, 3.812, 0.845], [-0.567, 2.928, 2.229], [-2.193, 2.499, 1.614], [-0.424, 3.551, -1.315], [0.593, 2.250, -1.991], [1.200, 3.261, -0.651], [3.315, -2.375, -1.550], [2.016, -2.871, -0.408], [3.499, -2.090, 0.215], [3.882, 0.138, -2.223], [4.156, 0.624, -0.512], [3.073, 1.599, -1.556], [1.683, -1.205, -3.103], [0.689, 0.247, -2.780], [0.170, -1.344, -2.157], [-2.092, -0.986, -5.181], [-3.202, -1.288, -5.996], [-3.493, -2.632, -6.241], [-2.674, -3.643, -5.723], [-1.508, -3.311, -5.025], [-1.182, -1.974, -4.799], [-1.892, 0.243, -4.606], [-2.603, 0.857, -4.864], [-3.807, -0.470, -6.392], [-4.362, -2.885, -6.843], [-2.945, -4.689, -5.877], [-0.841, -4.083, -4.642], [-0.267, -1.669, -4.286], [-2.336, 1.731, 4.543], [-2.141, 0.273, 3.504], [-1.917, -0.992, 4.771], [-3.457, 0.014, 2.850], [-1.569, 1.685, 5.317], [-3.345, 1.725, 4.976], [-2.206, 2.628, 3.923], [-2.622, -0.774, 5.585], [-2.149, -1.949, 4.295], [-0.887, -1.011, 5.141]],
  "forces_ev_per_a": [[-1.7, -2.3, 0.8], [2.3, 1.4, 2.9], [-2.4, 2.7, -1.0], [2.3, -0.9, -2.8], [0.6, 0.2, -0.1], [0.7, -0.8, 2.2], [-2.0, -1.3, -0.8], [0.2, 0.1, -0.6], [-0.3, 0.1, 0.0], [0.0, -0.1, 0.0], [0.0, 0.0, -0.1], [-0.1, 0.1, -0.2], [0.1, 0.1, 0.2], [0.0, -0.2, 0.1], [0.0, 0.0, 0.1], [-0.2, -0.1, -0.1], [0.0, 0.0, -0.1], [0.3, 0.5, 0.3], [-0.2, 0.5, -0.4], [0.1, 0.2, -0.1], [0.3, -0.1, 0.0], [-0.1, -0.1, -0.2], [0.2, -0.1, 0.1], [0.0, 0.1, 0.3], [-0.1, 0.1, -0.2], [0.2, 0.2, 0.0], [0.0, -0.2, -0.1], [0.0, 0.1, 0.2], [0.0, -0.1, 0.1], [0.1, 0.2, -0.1], [-0.1, 0.2, 0.2], [-0.1, -0.3, 0.2], [-0.2, 0.0, -0.2], [0.2, 0.0, -0.1], [0.1, -0.1, 0.0], [0.0, 0.1, 0.1], [-0.2, 0.0, -0.1], [-0.1, 0.0, 0.3], [0.3, 0.1, -0.1], [-0.2, -0.1, -0.3], [0.0, 0.2, 0.2], [-0.2, 0.0, -0.3], [0.2, -0.3, 0.0], [-0.1, 0.1, 0.1], [0.1, -0.2, 0.1], [0.2, 0.1, 0.0], [0.0, 2.3, 1.1], [-0.9, -1.0, -0.6], [-0.4, 1.9, -0.4], [-0.2, -0.5, 0.0], [1.4, 1.3, 0.7], [0.7, -2.0, 0.3], [-0.5, -2.0, -1.3], [0.1, 0.0, 0.0], [0.0, -0.4, 0.1], [0.2, 0.0, 0.1], [0.1, 0.3, 0.0], [-0.2, 0.1, -0.2], [-0.5, -0.2, -0.2], [0.0, -0.1, 0.0], [-0.2, 0.0, -0.2], [-0.3, 0.2, 0.2], [0.4, 0.1, -0.2], [-0.1, 0.2, 0.1], [0.3, -0.1, -0.1], [-0.1, -0.3, 0.2], [0.2, -0.3, -0.2], [-0.1, 0.2, 0.1], [-0.2, 0.1, 0.0]]
}

---

> What is the formula in the first record?

C19H42P2PdSi

---

> charge of number 3 (C19H43CoO2P3S)?

+3

---

> Which of these has the lowest charge?

C19H43BF4NO13